The following is a quantum chemistry calculation of an isolated molecule of C4H8N2 at a distorted geometry, from the OMol25 dataset.

Summary:
Structure (SMILES): C1N[C@H]1[C@H]1CN1
Frontier orbital gap (eV): 10.0
E_HOMO (Eh): -0.325
Max |F| (Eh/bohr): 0.0243
Relative energy (zero: lowest compared OMol25 entry of this formula, charge and spin) (kcal per mole): 62.4

The geometry in XYZ format:
```
14
Properties=species:S:1:pos:R:3:forces:R:3
N 1.97025 -0.35033 0.41770 0.441 -0.938 -0.272
N -1.68428 -0.60326 0.90347 -0.058 -0.028 0.278
C -1.82219 0.19288 -0.31557 0.008 0.095 -0.179
C 0.65975 -0.59805 -0.06529 -0.191 -0.204 -0.069
C 1.66332 0.21106 -0.84532 0.102 0.047 -0.385
C -0.53531 0.16477 0.43374 0.274 0.112 0.042
H -0.20576 1.04300 0.99681 -0.455 0.000 -0.124
H 1.38943 1.26090 -1.01030 0.218 -0.183 0.363
H 2.35414 -0.00145 1.25785 -0.350 0.985 0.682
H -1.92981 -0.39296 -1.22924 0.129 0.113 0.201
H 2.25244 -0.22805 -1.64281 -0.288 0.052 -0.300
H 0.47906 -1.64855 -0.29004 -0.212 0.180 -0.235
H -2.44441 1.08923 -0.29154 0.263 -0.156 0.065
H -2.14663 -0.13921 1.68053 0.118 -0.074 -0.067
```
Positions in Å, forces in eV/Å.

Atom charges from the natural (NBO) analysis, given in e for atoms 1 to 4: atom 1 (N): -0.64, atom 2 (N): -0.59, atom 3 (C): -0.26, atom 4 (C): -0.07